{"formula": "C16H50N4O16", "method": "ωB97M-V/def2-TZVPD", "homo_energy_ev": -9.69, "charge": 0, "total_energy_ha": -2062.4333, "lumo_ev": 0.4150, "multiplicity": 1, "smiles": "NC(N)=O.NC(N)=O.OCCO.OCCO.OCCO.OCCO.OCCO.OCCO.OCCO", "gap_ev": 10.1, "de_lowest_kcal_mol": 14.0, "symbols": ["O", "O", "O", "O", "O", "O", "O", "O", "O", "O", "O", "O", "O", "O", "O", "O", "N", "N", "N", "N", "C", "C", "C", "C", "C", "C", "C", "C", "C", "C", "C", "C", "C", "C", "C", "C", "H", "H", "H", "H", "H", "H", "H", "H", "H", "H", "H", "H", "H", "H", "H", "H", "H", "H", "H", "H", "H", "H", "H", "H", "H", "H", "H", "H", "H", "H", "H", "H", "H", "H", "H", "H", "H", "H", "H", "H", "H", "H", "H", "H", "H", "H", "H", "H", "H", "H"], "positions_angstrom": [[-0.913, 1.082, 4.946], [-3.653, 2.490, 0.308], [2.989, -3.686, 0.146], [1.521, 1.532, 3.027], [3.095, 2.087, -0.650], [-3.102, 4.527, 2.041], [-1.226, -4.247, -1.759], [0.723, 3.697, -1.212], [1.272, -1.399, 0.633], [0.202, 0.948, -2.612], [-3.138, 0.087, -0.883], [0.692, -0.841, -4.944], [-3.656, -3.123, -2.610], [-2.707, 3.370, 4.404], [2.168, -4.979, -2.159], [4.214, 1.726, 2.753], [-0.501, -1.367, -0.813], [0.129, -4.856, -0.043], [-2.047, -5.593, -0.064], [-0.037, 0.455, 0.448], [-2.844, 3.596, -0.067], [0.276, -0.776, 0.132], [0.508, 1.234, -3.972], [-3.348, -1.756, -2.415], [1.416, 3.684, 0.039], [-2.091, 4.219, 1.098], [1.479, 0.267, -4.532], [3.682, -3.429, -1.022], [3.578, -4.665, -1.843], [-1.929, 1.009, 3.874], [-3.042, 1.970, 4.263], [3.648, 0.602, 2.128], [2.881, 3.398, -0.050], [-3.780, -1.138, -1.028], [2.344, 0.375, 2.882], [-1.065, -4.866, -0.702], [-0.324, -2.309, -1.059], [3.943, -5.562, -1.285], [2.616, 0.036, 3.930], [-1.474, -1.052, -0.848], [-1.984, -6.102, 0.774], [-2.111, 3.355, 5.178], [2.070, 2.177, 3.485], [1.740, -0.355, 2.329], [0.404, 0.783, 1.325], [1.348, 4.670, 0.483], [1.326, -1.562, -5.094], [-0.413, 1.193, -4.517], [3.346, 4.203, -0.640], [-3.935, 2.750, 1.167], [2.289, -0.006, -3.810], [-1.544, 5.050, 0.693], [0.074, -5.339, 0.829], [-4.896, -1.016, -0.938], [-2.747, 4.320, 2.898], [-1.577, 1.342, 2.902], [0.659, 2.743, -1.376], [3.189, -2.661, -1.642], [-2.304, -1.561, -2.355], [0.919, 2.964, 0.742], [3.339, 0.710, 1.125], [-3.018, -5.484, -0.360], [-2.259, -0.011, 3.712], [-3.665, 0.725, -0.392], [0.942, -4.342, -0.259], [-0.091, 1.011, 4.406], [-0.982, 0.799, 0.206], [2.514, 2.034, -1.383], [-2.791, -3.562, -2.799], [2.057, 0.654, -5.380], [-3.529, 1.653, 5.211], [-3.566, 4.286, -0.508], [-0.039, 0.017, -2.415], [-1.287, 3.529, 1.464], [5.125, 1.892, 2.462], [2.565, -2.857, 0.335], [3.351, 3.342, 0.912], [4.730, -3.193, -0.903], [4.208, -4.602, -2.764], [-2.060, 3.152, -0.749], [-3.529, -1.916, -0.200], [0.898, 2.247, -4.062], [4.390, -0.281, 2.081], [-3.706, 1.994, 3.399], [1.840, -4.322, -2.761], [-3.788, -1.168, -3.288]], "lowdin_charge": [-0.08, -0.09, -0.05, -0.09, -0.06, -0.05, -0.01, -0.06, -0.03, -0.10, -0.10, -0.06, -0.09, -0.09, -0.08, -0.07, 0.19, 0.19, 0.16, 0.21, -0.21, -0.61, -0.23, -0.24, -0.26, -0.23, -0.26, -0.29, -0.21, -0.20, -0.21, -0.25, -0.20, -0.26, -0.23, -0.61, 0.07, 0.13, 0.14, 0.06, 0.08, 0.11, 0.09, 0.08, 0.09, 0.12, 0.09, 0.12, 0.13, 0.05, 0.13, 0.11, 0.10, 0.13, 0.03, 0.09, 0.04, 0.13, 0.06, 0.10, 0.07, 0.11, 0.12, 0.06, 0.05, 0.06, 0.12, 0.03, 0.07, 0.12, 0.13, 0.13, 0.07, 0.12, 0.11, 0.03, 0.10, 0.12, 0.12, 0.13, 0.14, 0.13, 0.16, 0.11, 0.06, 0.14]}

---

{"formula": "C80H180AsF6P5", "method": "ωB97M-V/def2-TZVPD", "homo_energy_ev": -16.55, "charge": 4, "total_energy_ha": -7696.9122, "lumo_ev": -5.4481, "multiplicity": 1, "gap_ev": 11.1, "de_lowest_kcal_mol": 0.0, "symbols": ["As", "P", "P", "P", "P", "P", "F", "F", "F", "F", "F", "F", "C", "C", "C", "C", "C", "C", "C", "C", "C", "C", "C", "C", "C", "C", "C", "C", "C", "C", "C", "C", "C", "C", "C", "C", "C", "C", "C", "C", "C", "C", "C", "C", "C", "C", "C", "C", "C", "C", "C", "C", "C", "C", "C", "C", "C", "C", "C", "C", "C", "C", "C", "C", "C", "C", "C", "C", "C", "C", "C", "C", "C", "C", "C", "C", "C", "C", "C", "C", "C", "C", "C", "C", "C", "C", "C", "C", "C", "C", "C", "C", "H", "H", "H", "H", "H", "H", "H", "H", "H", "H", "H", "H", "H", "H", "H", "H", "H", "H", "H", "H", "H", "H", "H", "H", "H", "H", "H", "H", "H", "H", "H", "H", "H", "H", "H", "H", "H", "H", "H", "H", "H", "H", "H", "H", "H", "H", "H", "H", "H", "H", "H", "H", "H", "H", "H", "H", "H", "H", "H", "H", "H", "H", "H", "H", "H", "H", "H", "H", "H", "H", "H", "H", "H", "H", "H", "H", "H", "H", "H", "H", "H", "H", "H", "H", "H", "H", "H", "H", "H", "H", "H", "H", "H", "H", "H", "H", "H", "H", "H", "H", "H", "H", "H", "H", "H", "H", "H", "H", "H", "H", "H", "H", "H", "H", "H", "H", "H", "H", "H", "H", "H", "H", "H", "H", "H", "H", "H", "H", "H", "H", "H", "H", "H", "H", "H", "H", "H", "H", "H", "H", "H", "H", "H", "H", "H", "H", "H", "H", "H", "H", "H", "H", "H", "H", "H", "H", "H", "H", "H", "H", "H", "H", "H", "H", "H", "H", "H", "H", "H", "H", "H", "H", "H", "H", "H", "H", "H", "H", "H", "H"], "positions_angstrom": [[0.336, 1.619, 0.163], [1.299, -2.572, -2.819], [8.778, -0.834, 2.584], [-0.091, 5.355, 4.232], [-6.150, -3.077, 5.746], [-4.493, 2.072, -10.438], [1.899, 0.754, -0.307], [-0.367, 0.019, 0.137], [0.763, 1.459, 1.926], [-1.258, 2.279, 0.543], [0.978, 3.228, 0.232], [0.064, 1.871, -1.560], [1.509, -3.273, 1.258], [6.478, -0.198, 0.968], [-3.590, 1.447, -7.826], [-1.484, -2.192, -2.297], [0.941, 6.738, 3.750], [11.727, -2.407, -0.910], [-1.256, 5.071, 2.829], [-8.086, -1.653, 7.160], [-4.082, -0.717, -10.610], [8.679, -5.426, 5.404], [-2.551, 6.286, -11.487], [-5.980, -4.516, 4.691], [-7.891, 1.473, -14.696], [-2.882, -1.943, -2.957], [-4.106, -1.603, 4.595], [2.320, -3.519, -4.005], [-4.805, -5.256, 10.531], [4.557, 0.906, 2.270], [2.604, 2.005, -5.239], [2.111, 6.333, 2.802], [-1.106, 5.865, 5.663], [7.528, 0.300, 1.950], [-9.376, -1.735, 7.985], [0.964, 3.964, 4.471], [2.767, -4.929, -6.650], [2.574, 1.489, 5.237], [-5.588, -1.568, 4.957], [-1.229, 6.823, 7.955], [1.284, -3.494, -1.272], [-4.762, -4.117, 9.577], [-7.036, -6.820, 4.194], [-3.515, -3.238, -10.867], [11.885, 1.397, 4.431], [-0.446, 7.315, 9.145], [5.240, 0.757, 0.913], [-2.216, -0.951, 3.116], [-7.466, -6.627, 2.760], [-5.127, -3.205, 7.284], [-7.098, -5.471, 4.975], [-2.857, 3.833, -12.244], [8.043, -4.409, 4.559], [11.054, -2.251, 1.497], [-4.501, 3.211, 2.180], [-6.155, 1.639, -12.802], [-1.958, 5.073, -12.099], [-0.472, -2.627, -3.392], [8.910, -3.130, 4.202], [12.224, -2.078, 0.519], [-5.352, -4.407, 8.183], [-6.134, 1.859, -11.251], [-3.948, 1.428, -6.362], [-7.876, -2.945, 6.305], [1.569, -4.783, -4.387], [-3.531, 3.561, -10.839], [-3.508, 0.647, -10.955], [9.875, -0.016, 3.891], [-0.310, 6.406, 6.827], [-7.567, 1.322, -13.207], [10.835, 0.989, 3.348], [-2.353, 4.083, 3.060], [-2.774, 1.074, -5.389], [2.420, -5.687, -5.327], [1.815, -0.105, -4.020], [-4.702, 2.026, -8.648], [2.622, 1.165, -3.922], [-3.667, -0.648, 3.534], [1.960, -0.906, -2.720], [12.634, 0.209, 5.003], [-3.023, -1.782, -10.881], [-3.470, 4.329, 2.119], [-3.680, -1.346, -1.788], [2.991, -3.307, 1.764], [3.616, 8.252, 3.400], [1.360, -2.566, -0.096], [7.964, -2.284, 3.358], [-9.218, -2.524, 9.247], [1.095, 1.494, 4.933], [0.328, 2.784, 5.237], [9.879, -1.288, 1.191], [2.740, 7.644, 2.269], [11.420, 1.912, 5.261], [13.354, 0.569, 5.718], [-4.635, -4.928, 11.577], [2.269, 1.781, -3.051], [-0.728, 2.706, 4.837], [-7.917, -3.816, 6.989], [2.112, -0.791, -4.849], [7.057, -4.056, 4.939], [-4.727, 0.709, -6.170], [0.957, 1.207, 3.896], [-5.764, -5.698, 10.569], [-2.560, -1.526, -11.846], [10.470, -0.798, 4.350], [-3.962, -3.387, -9.906], [-0.693, 4.799, 1.878], [8.106, 1.182, 1.523], [-2.740, 4.149, 4.064], [-7.744, 0.271, -12.824], [-7.001, -7.288, 2.079], [11.372, -1.959, 2.486], [12.067, -0.546, 5.585], [-5.509, 0.886, -13.152], [-3.852, 0.383, 3.843], [0.175, 6.463, 9.492], [-3.237, 0.471, -8.172], [1.103, -4.256, 1.075], [2.180, -4.152, -1.247], [-10.105, -2.914, 9.651], [3.533, -4.184, 1.445], [-4.074, -3.027, 6.949], [-5.878, -0.701, 5.536], [7.765, -4.902, 3.649], [7.555, -2.870, 2.529], [12.635, -1.057, 0.623], [-1.483, -0.652, 3.899], [-3.161, 5.967, -10.660], [11.497, 0.563, 2.571], [3.166, 0.571, 4.942], [-8.296, 1.912, -12.610], [-2.297, 0.128, -5.669], [-8.084, -5.028, 4.654], [10.749, -3.295, 1.598], [5.087, 1.515, 2.982], [-7.247, 2.295, -15.109], [-2.518, 0.716, -10.612], [-2.689, -3.907, -11.044], [-4.377, 2.403, -6.094], [0.808, -2.862, 2.008], [-8.729, -1.927, 10.059], [-4.071, -6.047, 10.228], [9.062, -2.638, 5.193], [-3.787, -3.604, 9.497], [-7.618, 0.599, -15.238], [-6.423, -4.633, 8.327], [2.699, 1.519, 6.330], [6.081, -1.241, 1.137], [-2.101, -2.051, 2.973], [-7.618, -7.614, 4.721], [-5.556, 1.413, -8.477], [-2.701, 3.537, -10.074], [5.600, 1.701, 0.507], [0.273, 3.000, 6.330], [0.394, 5.686, 7.286], [9.176, 0.389, 4.630], [-5.990, -7.182, 4.275], [0.551, -1.838, -0.135], [-5.421, 3.565, 1.638], [-10.199, -2.082, 7.343], [-1.842, 5.093, 5.934], [-4.123, 4.418, -10.504], [3.076, -5.727, -7.342], [-6.107, -1.623, 4.013], [10.266, 1.826, 2.924], [12.559, 2.141, 3.969], [0.067, 8.248, 8.999], [9.689, -5.651, 4.990], [-3.708, 3.956, -12.909], [-5.987, -4.274, 3.637], [1.138, 3.689, 3.411], [1.953, 8.254, 1.850], [1.857, -4.457, -7.037], [1.927, 4.262, 4.915], [-0.624, -3.652, -3.635], [-6.760, 2.714, -10.916], [9.872, -3.396, 3.698], [-1.516, 5.326, -13.051], [-2.230, 2.978, -12.568], [8.893, -4.873, 6.349], [1.280, -5.351, -3.498], [-1.874, -0.368, 2.338], [-5.310, -3.245, 9.963], [-2.020, 3.035, 3.071], [1.579, 2.215, -5.478], [-2.777, -1.215, -3.734], [7.038, 0.626, 2.861], [3.941, 9.211, 3.045], [3.105, 8.447, 4.345], [-0.410, -1.971, -4.297], [3.174, 2.901, -5.053], [3.093, 2.352, 4.848], [-5.926, 2.550, -13.343], [-8.519, -3.031, 5.423], [2.870, 5.856, 3.418], [-3.086, 4.442, 1.094], [0.304, 7.444, 3.274], [-8.898, 1.741, -14.873], [8.074, -6.321, 5.624], [-8.561, -6.660, 2.645], [-2.279, -1.660, -10.032], [-4.852, 3.037, -8.201], [-4.132, 2.280, 1.746], [-3.079, 0.981, -4.335], [-4.900, -1.005, -11.209], [3.679, 0.873, -3.682], [-1.994, 1.816, -5.401], [0.579, 0.767, 5.570], [-3.377, -2.818, -3.331], [2.259, -2.004, -0.197], [7.142, -1.981, 3.990], [-3.428, -1.567, 5.429], [-4.040, 5.251, 2.337], [-1.757, 6.995, -11.300], [0.645, -4.549, -4.923], [-1.852, 5.933, 8.217], [-7.205, -5.647, 2.455], [-1.156, -1.327, -1.781], [-1.400, -3.034, -1.583], [-4.376, -0.785, 2.694], [0.235, 7.254, 6.442], [-1.045, 4.837, -11.531], [3.536, 1.237, 2.121], [3.151, -3.840, -3.433], [6.939, -0.275, -0.019], [-4.806, 3.076, 3.244], [-2.621, 2.031, -7.985], [-1.899, 7.649, 7.701], [11.280, -1.543, -1.388], [3.541, -4.193, -6.553], [-8.436, -3.317, 9.061], [1.504, -0.319, -1.910], [3.264, -5.989, -4.787], [-4.966, -5.385, 7.811], [-1.781, 5.958, 2.502], [0.406, -4.138, -1.319], [4.548, 0.388, 0.186], [-3.768, -2.061, -0.978], [-3.977, -2.570, 4.087], [3.031, -3.249, 2.866], [-4.500, -0.794, -9.628], [9.278, -1.787, 0.425], [13.250, -0.374, 4.282], [3.434, 7.390, 1.452], [-7.233, -1.433, 7.872], [-5.371, -2.308, 7.785], [3.573, -2.397, 1.487], [-4.714, -1.118, -2.074], [10.268, -0.358, 0.629], [13.030, -2.788, 0.837], [4.427, -0.076, 2.744], [-3.174, -0.436, -1.446], [1.757, -6.543, -5.601], [-6.573, 0.998, -10.784], [-7.239, -5.795, 6.026], [-1.634, 6.719, 5.283], [3.025, -1.048, -2.403], [-3.307, 6.780, -12.122], [2.537, -2.835, -4.798], [-5.019, -5.005, 4.828], [-1.097, 7.479, 10.036], [10.975, -3.203, -0.826], [1.798, 5.625, 2.032], [4.495, 7.680, 3.614], [-3.451, 0.732, -12.062], [-4.379, -3.409, -11.560], [12.599, -2.709, -1.579], [-8.067, -0.795, 6.460], [0.734, 0.056, -4.304], [-9.701, -0.738, 8.236], [3.008, 1.442, -6.050], [1.269, 7.091, 4.705]], "lowdin_charge": [0.88, 1.04, 1.05, 1.01, 1.02, 1.02, -0.30, -0.27, -0.29, -0.26, -0.25, -0.26, -0.21, -0.24, -0.29, -0.22, -0.26, -0.10, -0.25, -0.24, -0.27, -0.12, -0.11, -0.27, -0.08, -0.21, -0.28, -0.25, -0.11, -0.11, -0.08, -0.23, -0.26, -0.29, -0.27, -0.28, -0.09, -0.11, -0.26, -0.28, -0.27, -0.29, -0.24, -0.09, -0.23, -0.11, -0.23, -0.07, -0.10, -0.25, -0.28, -0.19, -0.31, -0.27, -0.11, -0.24, -0.28, -0.24, -0.22, -0.25, -0.24, -0.24, -0.24, -0.25, -0.27, -0.27, -0.28, -0.26, -0.27, -0.28, -0.25, -0.32, -0.09, -0.22, -0.27, -0.28, -0.25, -0.26, -0.28, -0.11, -0.26, -0.29, -0.11, -0.08, -0.09, -0.27, -0.28, -0.09, -0.27, -0.21, -0.27, -0.23, 0.11, 0.07, 0.09, 0.11, 0.11, 0.08, 0.10, 0.12, 0.11, 0.07, 0.06, 0.12, 0.06, 0.06, 0.12, 0.13, 0.10, 0.13, 0.07, 0.08, 0.08, 0.09, 0.10, 0.08, 0.10, 0.09, 0.12, 0.06, 0.06, 0.11, 0.10, 0.09, 0.10, 0.11, 0.08, 0.04, 0.11, 0.09, 0.12, 0.06, 0.12, 0.11, 0.06, 0.09, 0.09, 0.07, 0.12, 0.11, 0.10, 0.10, 0.13, 0.12, 0.07, 0.10, 0.08, 0.11, 0.09, 0.13, 0.09, 0.12, 0.11, 0.13, 0.12, 0.11, 0.11, 0.08, 0.09, 0.12, 0.10, 0.08, 0.08, 0.10, 0.11, 0.12, 0.08, 0.09, 0.10, 0.10, 0.10, 0.10, 0.08, 0.11, 0.07, 0.12, 0.11, 0.11, 0.12, 0.09, 0.11, 0.02, 0.11, 0.11, 0.06, 0.07, 0.08, 0.07, 0.07, 0.10, 0.07, 0.05, 0.10, 0.11, 0.10, 0.12, 0.10, 0.06, 0.09, 0.10, 0.13, 0.13, 0.06, 0.07, 0.10, 0.12, 0.06, 0.11, 0.11, 0.08, 0.10, 0.11, 0.13, 0.09, 0.10, 0.13, 0.04, 0.07, 0.12, 0.12, 0.10, 0.12, 0.06, 0.09, 0.11, 0.08, 0.14, 0.12, 0.06, 0.06, 0.07, 0.06, 0.08, 0.13, 0.10, 0.10, 0.08, 0.07, 0.11, 0.07, 0.10, 0.09, 0.09, 0.11, 0.12, 0.07, 0.06, 0.08, 0.14, 0.13, 0.07, 0.08, 0.12, 0.08, 0.12, 0.10, 0.12, 0.10, 0.08, 0.11, 0.09, 0.07, 0.10, 0.07, 0.11, 0.10, 0.10, 0.11, 0.12, 0.11, 0.06, 0.07]}